Entry 1:
63
Properties=species:S:1:pos:R:3:forces:R:3 method="wB97M-V/def2-TZVPD" s_squared=0.76 total_charge=+1 max_force_ev_per_a=0.37 multiplicity=2 relative_energy_ev=0.1694 homo_lumo_gap_ev="7.18 / 7.09" e_tot_ha=-4311.02393
Re -0.327964 -0.121842 0.526673 -0.003 -0.181 0.014
O -0.497930 3.177580 2.908332 -0.045 -0.029 0.044
C -0.770356 2.502337 1.953828 -0.144 0.134 -0.022
O 0.076496 1.646977 1.400431 0.225 0.075 -0.004
C -2.086287 2.680665 1.177337 0.078 0.130 -0.019
C -1.793267 2.616259 -0.323154 0.125 -0.014 0.080
C -2.962317 3.073881 -1.180400 -0.004 0.023 0.012
C -3.957984 1.899938 -1.034300 -0.035 0.016 0.058
C -3.209749 0.970392 -0.096741 0.059 -0.020 0.014
O -1.806843 1.156824 -0.536941 0.089 -0.139 -0.087
C -3.135064 1.531641 1.333932 -0.100 -0.157 0.076
C -2.695113 0.430140 2.297394 -0.157 0.297 -0.001
O -3.101275 0.296530 3.414033 0.008 0.042 -0.013
O -1.868380 -0.425119 1.701284 0.169 -0.242 -0.213
H -2.512292 3.634468 1.479531 0.035 0.004 0.006
H -0.825257 3.008009 -0.617587 -0.051 -0.008 0.007
H -2.648187 3.199722 -2.214666 -0.010 0.011 -0.004
H -3.355829 4.024925 -0.826316 -0.010 -0.008 0.006
H -4.147998 1.416186 -1.990116 0.011 -0.012 0.001
H -4.913916 2.194196 -0.604621 0.005 0.015 -0.014
H -3.450452 -0.086138 -0.166781 -0.039 0.026 -0.004
H -4.091284 1.923964 1.673083 0.008 -0.042 0.019
O -2.489616 -5.561643 -1.828892 -0.013 -0.083 0.059
C -2.029879 -4.409712 -1.342370 0.023 0.049 0.029
C -1.738945 -4.190622 0.003549 0.006 0.055 -0.044
C -1.273171 -2.956235 0.378329 0.012 -0.047 0.048
N -1.057316 -1.930303 -0.477363 -0.002 -0.050 0.076
C -1.367115 -2.160020 -1.763743 -0.069 -0.065 -0.028
Br -1.202516 -0.769773 -3.027374 0.039 0.003 0.030
C -1.843852 -3.360795 -2.239311 0.004 -0.001 0.042
H -2.591492 -6.225358 -1.132524 0.007 0.067 -0.074
H -1.882072 -4.959246 0.750769 0.002 -0.007 0.002
H -1.054592 -2.749096 1.415268 -0.002 -0.011 -0.006
H -2.079497 -3.489024 -3.284512 0.001 -0.002 -0.007
C 0.972848 -0.346339 3.687250 0.103 0.077 0.134
C 1.786002 -0.952050 2.561128 -0.250 -0.103 -0.245
C 2.277625 -2.350557 2.894629 0.057 0.103 0.062
C 2.904136 -0.047880 2.083096 0.101 0.029 0.155
O 0.883960 -1.159842 1.392410 -0.101 0.150 -0.135
H 1.597879 -0.313275 4.580798 -0.031 -0.002 0.029
H 0.093534 -0.950617 3.910186 -0.009 -0.036 -0.016
H 0.660625 0.672483 3.460239 0.038 -0.063 0.012
H 2.985782 -2.301589 3.722352 -0.007 0.002 -0.001
H 2.781663 -2.797446 2.038414 0.005 -0.005 -0.029
H 1.449585 -2.992011 3.195544 -0.026 0.011 -0.003
H 3.599513 0.112345 2.908574 0.019 0.017 -0.032
H 2.518171 0.924132 1.774901 -0.030 -0.024 0.019
H 3.454847 -0.510772 1.263080 -0.008 -0.002 -0.037
N 5.030616 2.237977 -3.693060 -0.017 0.081 -0.037
C 4.361712 1.066007 -3.725263 0.024 -0.031 0.005
O 4.599658 0.174781 -4.509726 -0.033 -0.006 0.003
C 3.252684 0.887739 -2.710170 -0.055 -0.073 0.043
C 2.604245 1.922519 -2.054153 0.000 -0.028 0.014
C 1.589075 1.624816 -1.162839 0.047 0.145 0.082
N 1.177469 0.374628 -0.933704 -0.096 -0.058 -0.009
C 1.812776 -0.631233 -1.564149 -0.023 -0.036 -0.048
C 2.845959 -0.416590 -2.444377 0.016 0.061 -0.006
H 5.774745 2.368622 -4.358700 0.012 -0.003 0.020
H 4.903978 2.925655 -2.974043 0.017 -0.023 0.012
H 2.858994 2.960738 -2.213357 0.013 0.004 -0.013
H 1.116833 2.398406 -0.573906 -0.013 -0.044 -0.044
H 1.465131 -1.629540 -1.333825 0.019 0.027 -0.022
H 3.331245 -1.240807 -2.947402 0.006 0.004 0.003



Entry 2:
46
Properties=species:S:1:pos:R:3:forces:R:3 method="wB97M-V/def2-TZVPD" s_squared=8.79 total_charge=+1 max_force_ev_per_a=0.90 multiplicity=6 homo_lumo_gap_ev="8.88 / 5.42" e_tot_ha=-3882.68610
Ru 0.433535 0.569620 0.732467 -0.620 -0.431 -0.117
Cl 5.880935 5.055520 -0.238733 -0.376 -0.202 -0.008
C 4.355935 4.310220 -0.341933 0.381 0.260 -0.025
C 4.256735 2.902720 -0.319533 -0.490 -0.753 0.003
Cl 5.671635 1.963620 -0.187033 -0.005 -0.092 -0.011
C 3.016035 2.304420 -0.404533 0.854 -0.162 0.148
Cl 2.850135 0.596320 -0.409233 0.441 -0.180 -0.204
C 1.797935 3.055420 -0.498933 -0.717 -0.307 -0.018
O 0.664235 2.508520 -0.519933 0.713 0.487 0.035
C 1.951335 4.485720 -0.561933 0.127 0.794 -0.069
Cl 0.537435 5.415820 -0.725833 0.076 -0.139 0.033
C 3.196535 5.087320 -0.474433 -0.600 0.308 -0.063
Cl 3.335135 6.792020 -0.529833 -0.061 -0.092 0.006
N -6.251265 -0.119180 -0.424333 -0.479 -0.341 -0.177
C -5.325565 0.452220 -0.072633 -0.047 -0.088 -0.035
C -4.185365 1.181620 0.349167 0.632 0.374 0.217
C -4.302165 2.522520 0.718867 0.223 -0.180 -0.027
C -3.157765 3.196420 1.106767 0.036 -0.133 -0.020
C -1.949365 2.517620 1.104367 -0.233 0.408 0.092
N -1.845665 1.239020 0.748867 0.745 -0.219 -0.029
C -2.929365 0.572720 0.382367 -0.463 0.010 -0.041
H -5.266965 3.008820 0.693467 -0.013 0.014 0.010
H -3.193865 4.232020 1.400267 -0.001 0.110 0.047
H -1.028065 3.014520 1.391167 -0.132 -0.028 -0.009
H -2.809565 -0.468580 0.107967 0.043 0.040 -0.027
C 0.286235 -2.242780 -2.615933 -0.026 0.392 -0.083
N 0.247135 -3.198480 -1.516033 0.030 0.202 0.058
C 0.329135 -4.600080 -1.864433 0.020 -0.401 0.088
C 0.060635 -2.620980 -0.305433 -0.095 -0.071 -0.024
O -0.100365 -1.370280 -0.331633 0.051 0.793 0.317
N 0.002435 -3.268380 0.880267 -0.044 0.192 -0.083
C -0.128665 -2.495180 2.104367 -0.077 0.558 0.057
C 0.199535 -4.666180 1.196367 0.120 -0.343 -0.030
H 0.474735 -2.767680 -3.545533 0.020 -0.039 0.011
H 1.077635 -1.509280 -2.443933 -0.083 -0.051 -0.177
H -0.661465 -1.704380 -2.683733 0.104 -0.016 -0.138
H 0.369835 -4.680180 -2.947733 -0.011 0.025 0.078
H -0.554565 -5.149480 -1.538133 0.067 -0.059 0.009
H 1.237835 -5.061080 -1.472633 -0.092 -0.082 0.000
H -0.371165 -1.442180 1.899967 0.039 -0.614 0.164
H 0.803735 -2.540680 2.674567 -0.075 0.064 0.008
H -0.930265 -2.917480 2.710267 -0.009 0.001 0.031
H 0.236235 -5.298180 0.325167 0.007 -0.041 0.012
H -0.625565 -4.998280 1.828967 0.019 -0.040 -0.040
H 1.126535 -4.790780 1.762167 -0.003 -0.026 -0.025
Cl 1.217835 0.925020 2.856167 0.006 0.100 0.054



Entry 3:
105
Properties=species:S:1:pos:R:3:forces:R:3 method="wB97M-V/def2-TZVPD" s_squared=3.76 total_charge=0 max_force_ev_per_a=5.98 multiplicity=4 relative_energy_ev=0.0000 homo_lumo_gap_ev="7.25 / 8.07" e_tot_ha=-2170.25414
C 1.059896 -1.659080 1.920496 0.244 -0.529 0.346
C 2.108814 -2.672753 2.425888 -0.960 0.408 0.028
C 1.388105 -4.010326 2.683739 1.095 -0.088 -0.137
C 2.741095 -2.051584 3.664281 -0.485 0.831 -0.445
O 4.055366 -2.539451 3.957547 -0.099 0.821 -0.633
C 4.040178 -3.781126 4.406875 2.111 0.264 -2.607
O 3.422747 -4.175895 5.281455 -3.531 -1.736 4.497
O 4.812896 -4.660520 3.747234 1.320 0.706 -0.901
I 6.267728 -3.753210 2.703987 0.282 -0.544 -0.305
H 0.350154 -1.509219 2.735168 -0.196 0.315 -0.098
H 0.515327 -2.087131 1.084220 -0.083 0.082 -0.140
H 1.501533 -0.714647 1.614702 -0.024 0.155 0.039
H 2.861355 -2.782019 1.646461 0.213 -0.124 0.022
H 2.101799 -4.812985 2.498726 -0.176 -0.297 -0.030
H 0.553984 -4.111190 1.999533 -0.149 -0.185 -0.038
H 1.061000 -4.139447 3.712070 -0.206 0.240 0.073
H 2.068227 -2.115603 4.517976 0.142 -0.381 0.249
H 2.845532 -0.988124 3.471640 0.445 0.113 0.040
C -2.824752 3.851102 -0.121754 -0.054 0.099 -0.257
C -1.941737 2.801239 0.598892 -1.260 1.657 0.046
C -0.541426 3.374174 0.830494 0.491 -0.187 -0.166
C 0.294378 3.461294 -0.443768 -0.023 -0.038 0.012
C 0.339086 2.111493 -1.154879 0.234 0.267 0.449
C -1.051386 1.531750 -1.415033 -0.332 0.373 -2.096
N -1.900994 1.533976 -0.189311 2.117 -0.018 0.891
O -1.494020 0.589083 0.578890 -0.454 -0.833 0.336
C -1.735148 2.324660 -2.545045 -0.098 0.365 0.007
C -0.906329 0.123791 -1.990403 -0.043 -0.483 0.520
C -2.623066 2.591071 1.951608 0.113 -0.666 0.183
H -3.393244 4.445427 0.592863 0.115 -0.059 0.136
H -2.247159 4.561997 -0.711780 0.000 -0.087 -0.093
H -3.559718 3.376184 -0.771415 0.049 -0.040 -0.017
H -0.006329 2.752095 1.555835 -0.106 -0.116 -0.018
H -0.625337 4.365764 1.281506 -0.192 -0.029 0.029
H -0.097308 4.232207 -1.112988 -0.045 -0.029 0.003
H 1.310166 3.774558 -0.192663 -0.008 0.004 -0.007
H 0.878730 2.215826 -2.098890 -0.120 -0.130 -0.081
H 0.924961 1.414254 -0.545860 -0.148 -0.090 0.047
H -2.760116 1.981718 -2.695504 -0.004 -0.014 0.050
H -1.198136 2.181754 -3.482935 0.084 -0.130 0.072
H -1.756517 3.398431 -2.377221 -0.052 -0.018 0.063
H -0.336146 -0.537444 -1.337951 -0.087 0.047 0.106
H -0.379323 0.163244 -2.943514 -0.015 0.202 -0.001
H -1.883737 -0.330612 -2.165907 -0.012 0.019 0.033
H -3.630902 2.190621 1.824396 0.004 -0.007 0.003
H -2.704710 3.542399 2.476381 0.038 0.098 -0.171
H -2.065727 1.918973 2.603589 0.008 -0.096 -0.123
C 5.901016 0.474439 -2.738932 0.271 0.146 -0.075
C 4.468178 0.492512 -3.328553 1.358 -0.730 1.218
C 4.372700 -0.506320 -4.485903 -0.155 0.094 -0.484
C 5.089627 -0.039014 -5.749486 0.008 0.008 0.010
C 4.616170 1.352338 -6.157692 -0.227 -0.521 0.023
C 4.723430 2.373893 -5.024624 1.738 1.152 -0.470
N 4.102216 1.879295 -3.762568 -1.455 -1.226 -1.535
O 2.819452 1.949078 -3.906104 -0.353 0.434 0.728
C 6.203854 2.731097 -4.791157 0.262 -0.256 0.112
C 4.089921 3.689607 -5.474635 -0.640 0.026 0.199
C 3.582349 0.009676 -2.179759 -0.735 0.325 -0.101
H 5.972406 -0.215417 -1.898700 -0.161 -0.082 -0.060
H 6.654437 0.152358 -3.457099 0.006 0.121 -0.037
H 6.185988 1.452519 -2.351665 -0.023 0.023 -0.057
H 3.320564 -0.687247 -4.728128 -0.044 0.126 0.080
H 4.783049 -1.467906 -4.169189 0.007 0.062 0.182
H 6.173421 -0.046138 -5.604245 -0.011 0.030 0.040
H 4.893999 -0.742969 -6.561045 0.004 -0.006 0.015
H 5.195943 1.697202 -7.016492 0.025 0.170 0.087
H 3.578060 1.284452 -6.497879 -0.053 0.076 0.142
H 6.312607 3.396559 -3.933663 -0.039 -0.014 0.017
H 6.608524 3.247019 -5.661964 -0.156 0.035 -0.051
H 6.844911 1.867052 -4.634991 -0.043 -0.006 0.072
H 3.052034 3.570195 -5.780985 -0.017 -0.067 0.127
H 4.630799 4.090589 -6.331338 0.149 -0.125 0.033
H 4.125833 4.434185 -4.677545 -0.007 -0.029 0.024
H 3.634315 0.690070 -1.327144 0.010 0.038 -0.032
H 3.910113 -0.973802 -1.843827 0.199 0.028 -0.108
H 2.536989 -0.095513 -2.470024 0.001 0.176 -0.050
C -4.461857 -1.507073 5.012825 0.277 -0.015 0.010
C -5.680380 -1.594870 4.058972 0.847 -0.023 1.905
C -6.020678 -3.063902 3.790124 -0.011 -0.255 -0.474
C -5.020665 -3.755059 2.865222 -0.012 0.022 -0.024
C -4.842621 -2.961439 1.572405 -0.436 -0.310 0.298
C -4.481082 -1.495863 1.820383 2.132 0.068 -0.392
N -5.402843 -0.849684 2.797993 -1.386 -1.571 -0.832
O -6.522363 -0.619233 2.207947 -0.423 0.944 -0.180
C -3.022580 -1.402562 2.312464 0.070 -0.294 0.452
C -4.475316 -0.751482 0.487375 -0.702 0.239 -0.140
C -6.825666 -0.952088 4.839776 -0.455 0.280 -0.437
H -4.779765 -1.425807 6.052090 -0.173 -0.066 -0.052
H -3.816726 -2.383633 4.963655 0.060 0.058 -0.098
H -3.860102 -0.621168 4.810575 -0.004 -0.021 -0.074
H -7.016492 -3.133692 3.340863 0.002 0.156 -0.035
H -6.075002 -3.603469 4.738617 0.016 0.162 0.092
H -4.058263 -3.889607 3.366559 -0.003 0.059 0.006
H -5.376341 -4.760778 2.630063 -0.003 0.007 0.015
H -4.069106 -3.429548 0.959690 0.085 0.174 -0.023
H -5.769428 -3.022307 0.992757 -0.039 0.158 0.042
H -2.761691 -0.379148 2.576179 -0.031 0.018 -0.046
H -2.333238 -1.720667 1.531303 -0.135 0.083 -0.154
H -2.811279 -2.041105 3.168779 -0.088 0.037 0.036
H -5.428765 -0.827022 -0.035391 -0.065 0.026 0.144
H -3.714898 -1.170268 -0.171035 0.121 -0.059 0.170
H -4.246995 0.303619 0.628707 0.014 0.007 0.014
H -6.609334 0.095830 5.055620 0.008 0.004 -0.031
H -6.962632 -1.469301 5.789208 0.186 -0.087 -0.020
H -7.776589 -1.005199 4.311985 0.084 0.077 -0.133